{
  "formula": "C36H64N13O15",
  "method": "ωB97M-V/def2-TZVPD",
  "e_above_lowest_kcal_mol": 23.4,
  "spin_multiplicity": 1,
  "e_tot_ha": -3248.87886,
  "gap_ev": 4.23,
  "e_homo_ev": -9.3,
  "total_charge": 1,
  "e_lumo_ev": -5.08,
  "elements": ["C", "C", "C", "C", "C", "C", "N", "O", "C", "C", "C", "H", "H", "H", "H", "H", "H", "H", "H", "H", "H", "H", "H", "H", "H", "H", "H", "H", "H", "N", "C", "C", "C", "C", "H", "H", "H", "H", "H", "N", "C", "C", "C", "C", "H", "H", "H", "H", "H", "N", "C", "C", "C", "C", "H", "H", "H", "H", "H", "N", "C", "C", "C", "C", "H", "H", "H", "H", "H", "N", "C", "C", "C", "C", "H", "H", "H", "H", "H", "C", "N", "O", "O", "H", "H", "H", "C", "N", "O", "O", "H", "H", "H", "C", "N", "O", "O", "H", "H", "H", "C", "N", "O", "O", "H", "H", "H", "C", "N", "O", "O", "H", "H", "H", "C", "N", "O", "O", "H", "H", "H", "C", "N", "O", "O", "H", "H", "H"],
  "positions_angstrom": [[41.0930, 54.7230, 60.2250], [39.5840, 55.1810, 59.8000], [39.1030, 54.9200, 58.3000], [38.5970, 53.5590, 58.0560], [37.4470, 53.2730, 58.8690], [37.9560, 53.2370, 60.3530], [38.7090, 54.4570, 60.8170], [38.6000, 54.8100, 61.9920], [38.7790, 51.9570, 60.6330], [36.7430, 53.1850, 61.3840], [39.3990, 56.7690, 60.1350], [41.2150, 53.7440, 60.2680], [41.4120, 55.1310, 61.1040], [41.7150, 55.0340, 59.4080], [39.9860, 55.0860, 57.7060], [38.3870, 55.6160, 57.8740], [39.3690, 52.9030, 58.1840], [38.3380, 53.3860, 57.0940], [36.8450, 52.6170, 58.5060], [36.7990, 53.9860, 58.6620], [39.8410, 52.1200, 60.2770], [38.3670, 51.0050, 60.2380], [38.8720, 51.8920, 61.7580], [36.1460, 52.2250, 61.1580], [36.0220, 53.9970, 61.3620], [36.7860, 53.2170, 62.4340], [40.0490, 57.4560, 59.5690], [39.8260, 56.9080, 61.1930], [38.2830, 57.2080, 60.0590], [44.9420, 60.4530, 58.6890], [43.5940, 60.0470, 58.8140], [43.5840, 58.6020, 59.1670], [45.0150, 58.0620, 59.3550], [45.7660, 59.3090, 58.9970], [45.3190, 61.1920, 58.2900], [42.8260, 60.8590, 58.6970], [42.7830, 58.2000, 59.3240], [45.1560, 57.1450, 59.7490], [46.7990, 59.4890, 59.1790], [46.4400, 54.9050, 61.3430], [45.0780, 54.3820, 61.2010], [44.9470, 54.1300, 59.7130], [46.3450, 54.3570, 59.1120], [47.2260, 54.8150, 60.1800], [46.7010, 55.2620, 62.1890], [44.4200, 54.2640, 62.0550], [44.0310, 53.8390, 59.2890], [46.5110, 54.0360, 58.1860], [48.2350, 55.0660, 60.1130], [38.2410, 60.1700, 58.0020], [37.6180, 61.0490, 57.2300], [38.4810, 61.9750, 56.6710], [39.8920, 61.4920, 57.0470], [39.6420, 60.2390, 58.0440], [37.6270, 59.4210, 58.4820], [36.4370, 60.8190, 57.0800], [38.2190, 62.8670, 56.1630], [40.9650, 61.7340, 56.6260], [40.5580, 59.6820, 58.4430], [36.8660, 46.5430, 59.0810], [38.1440, 47.0120, 59.1400], [38.1200, 48.5580, 59.2550], [36.6000, 48.8840, 59.4540], [35.9070, 47.5020, 59.2100], [36.6080, 45.6800, 58.7660], [38.8800, 46.3560, 59.0070], [38.8630, 49.3310, 59.2820], [36.1280, 49.7800, 59.6610], [34.8650, 47.2940, 59.1930], [35.8090, 49.9960, 65.3860], [36.1070, 50.0110, 64.0860], [37.5780, 49.6150, 63.8560], [37.9890, 49.2890, 65.1960], [36.9190, 49.5730, 66.1890], [34.9790, 50.2020, 65.6580], [35.4420, 50.6790, 63.5130], [38.1520, 49.6270, 62.9130], [38.9130, 48.7200, 65.3730], [36.9010, 49.6260, 67.3230], [41.2070, 58.5010, 54.4850], [41.0240, 57.4810, 55.5050], [41.7710, 57.7090, 56.4240], [39.9120, 56.9260, 55.6210], [42.1040, 58.1820, 53.8620], [41.2010, 59.4770, 54.9650], [40.1770, 58.5010, 53.8820], [42.2100, 50.6570, 56.4800], [42.3440, 51.5210, 57.6210], [42.5100, 50.8800, 58.6280], [42.1260, 52.7340, 57.5400], [43.1950, 50.5180, 56.0310], [41.7160, 51.3180, 55.6750], [41.9360, 49.7010, 56.8830], [33.8640, 54.8800, 56.9810], [32.7280, 53.9380, 56.7060], [32.6290, 53.4820, 55.5590], [31.7790, 53.8600, 57.4710], [33.4680, 55.7340, 56.9440], [34.5660, 54.5950, 56.1640], [34.3130, 55.0450, 57.8950], [36.7560, 57.8460, 55.0750], [36.8440, 56.5720, 54.2840], [36.7560, 56.6310, 53.0760], [36.5420, 55.5230, 54.9620], [37.2340, 57.6060, 56.0280], [35.6980, 58.1440, 55.1440], [37.3620, 58.5020, 54.3730], [33.0730, 50.3130, 58.3680], [33.5360, 51.2350, 59.4240], [33.6850, 50.8550, 60.5490], [34.1520, 52.2190, 59.0020], [33.8710, 50.1700, 57.6440], [32.4510, 50.9690, 57.8410], [32.5110, 49.5710, 58.8780], [35.6360, 51.6200, 53.9660], [36.3440, 52.1280, 55.2190], [35.6230, 52.2070, 56.2920], [37.5330, 52.4030, 55.0610], [36.3550, 51.2590, 53.3970], [35.0870, 52.4260, 53.5140], [35.0970, 50.8130, 53.9520], [34.8470, 58.3040, 60.5400], [35.6530, 57.5990, 59.6370], [36.3740, 58.2270, 58.7710], [35.6660, 56.3090, 59.7440], [33.9280, 58.5330, 60.1620], [35.3120, 59.2580, 60.7350], [34.9580, 57.7500, 61.3520]],
  "mulliken_charge": [-2.20, 1.27, -0.16, -2.02, -2.57, 0.90, 1.22, -0.42, -0.37, -1.25, -0.78, 0.51, 0.60, 0.60, 0.60, -0.07, 0.36, 0.84, 1.80, 0.82, 0.18, -0.74, 0.37, 0.03, 0.36, 0.66, 0.05, 0.50, -0.33, -0.02, -0.73, 0.31, -0.43, -0.64, 0.13, 0.32, 0.47, 0.30, 0.38, 0.00, -0.57, 0.05, -0.83, -0.61, 0.14, 0.36, 0.42, 0.57, 0.45, 0.16, 0.06, -0.98, -0.37, 0.04, 0.32, 0.21, 0.46, 0.34, -0.06, 0.01, -0.96, -0.55, 0.10, -0.82, 0.20, 0.56, 0.69, 0.41, 0.44, 0.06, -0.38, -0.09, -0.69, -0.42, 0.04, 0.34, 0.49, 0.34, 0.34, -0.70, 0.77, -0.39, -0.40, 0.29, 0.20, 0.24, -1.01, 0.95, -0.54, -0.46, 0.36, 0.33, 0.39, -1.21, 1.05, -0.57, -0.59, 0.82, 0.21, 0.27, -0.38, 0.74, -0.53, -0.41, -0.07, 0.36, 0.24, -0.91, 0.72, -0.48, -0.32, 0.28, 0.38, 0.33, -1.24, 0.74, -0.18, -0.50, 0.50, 0.31, 0.43, -1.06, 0.52, -0.52, -0.27, 0.33, 0.40, 0.43]
}